{
  "formula": "C4H8O2",
  "method": "the ωB97M-V functional and the def2-TZVPD basis",
  "total_charge": 0,
  "lumo_ev": 0.48,
  "e_above_lowest_ev": 5.242,
  "e_tot_ev": -8368.039,
  "symbols": ["C", "C", "O", "C", "C", "O", "H", "H", "H", "H", "H", "H", "H", "H"],
  "coordinates": [[1.52171, 0.51234, 0.30253], [0.76549, -0.62576, 0.36084], [-0.19149, -0.79320, 1.37036], [-1.40318, -0.50517, 0.68712], [-0.93015, -0.37305, -0.76400], [-1.02836, 0.70239, -1.39322], [1.42112, 1.24961, 1.09352], [2.46495, 0.50265, -0.23268], [0.86661, 1.52747, -0.74710], [1.15442, -1.55154, -0.05287], [-1.82327, 0.45373, 1.01590], [-2.14763, -1.30189, 0.83839], [-0.81431, -1.30743, -1.33407], [0.14407, 1.50986, -1.14473]],
  "forces_ev_per_angstrom": [[0.1, -0.4, 0.4], [0.6, -0.1, 0.2], [0.0, 0.0, 0.1], [-0.2, 0.1, -0.1], [-0.4, 0.0, -0.3], [-0.2, -0.4, 0.0], [-0.1, 0.0, -0.2], [-0.2, 0.0, -0.1], [0.1, 0.3, -0.1], [-0.1, 0.1, -0.1], [0.1, -0.1, 0.0], [0.2, 0.1, -0.1], [0.0, 0.1, 0.1], [0.0, 0.1, 0.0]],
  "lowdin_charge": [-0.014, -0.283, -0.100, -0.141, -0.304, -0.075, 0.098, 0.087, 0.086, 0.134, 0.129, 0.124, 0.137, 0.123]
}

{
  "formula": "C7H7N",
  "method": "the ωB97M-V functional and the def2-TZVPD basis",
  "total_charge": 0,
  "lumo_ev": -0.31,
  "e_above_lowest_ev": 5.844,
  "e_tot_ev": -8855.781,
  "symbols": ["C", "C", "C", "C", "C", "C", "C", "H", "H", "H", "H", "H", "H", "H", "N"],
  "coordinates": [[-1.35742, -1.12408, -0.00893], [-2.16338, -0.06806, -0.07881], [-1.49892, 1.08781, -0.13794], [1.38220, 1.13764, 0.12820], [2.22285, 0.04500, -0.07563], [1.43976, -1.15014, -0.15601], [0.01371, -0.71123, 0.23463], [-1.82091, -1.88947, 0.11578], [-3.27377, -0.07576, -0.33637], [-1.88223, 2.15458, 0.53041], [1.66326, 2.08758, -0.21981], [3.30642, 0.16756, -0.11578], [1.71499, -2.17304, -0.26249], [0.18975, -0.70177, 1.24811], [-0.01862, 0.73268, -0.05614]],
  "forces_ev_per_angstrom": [[3.8, 6.4, -0.9], [-3.4, -0.9, -1.5], [5.0, 6.8, 2.8], [-3.7, -0.2, -2.0], [-1.6, -2.7, 0.2], [0.0, 2.5, 0.6], [1.1, 0.4, -4.2], [-4.2, -10.0, 1.3], [1.6, -0.3, 1.0], [1.4, -3.2, -2.8], [0.1, 1.4, 0.3], [-0.4, -0.3, -0.1], [0.4, -0.4, 0.1], [0.1, -0.3, 3.0], [-0.1, 0.8, 2.1]],
  "lowdin_charge": [-0.040, -0.188, -0.077, -0.074, -0.109, 0.010, -0.270, 0.005, 0.143, 0.179, 0.080, 0.101, 0.075, 0.157, 0.009]
}

{
  "formula": "C52H41AuNO4P",
  "method": "the ωB97M-V functional and the def2-TZVPD basis",
  "total_charge": 0,
  "lumo_ev": -0.48,
  "e_above_lowest_ev": 0.000,
  "e_tot_ev": -77251.636,
  "symbols": ["Au", "O", "C", "C", "C", "C", "C", "C", "C", "C", "C", "O", "C", "C", "C", "C", "C", "C", "C", "C", "C", "C", "C", "C", "N", "C", "C", "C", "C", "C", "C", "C", "C", "C", "C", "C", "C", "H", "H", "H", "H", "H", "H", "H", "H", "H", "H", "H", "H", "H", "H", "H", "H", "H", "H", "H", "H", "H", "H", "H", "H", "H", "H", "H", "O", "C", "O", "C", "C", "C", "C", "C", "C", "P", "C", "C", "C", "C", "C", "C", "C", "C", "C", "C", "C", "C", "H", "H", "H", "H", "H", "H", "H", "H", "H", "H", "H", "H", "H", "H"],
  "coordinates": [[-0.11550, -0.18267, 0.01349], [0.61265, -0.94840, 1.70198], [0.19901, -2.23843, 2.07334], [0.26574, -3.18827, 0.84124], [-0.92574, -3.06469, -0.05862], [-1.64999, -4.17891, -0.44363], [-2.81352, -4.01806, -1.17332], [-3.22616, -2.74499, -1.51136], [-2.44918, -1.65607, -1.14770], [-2.80548, -0.26224, -1.54814], [-1.71675, 0.42240, -2.41735], [-0.61452, 0.79775, -1.64110], [-1.25161, -0.47459, -3.56641], [-2.13703, -1.25296, -4.30661], [-1.68989, -2.03931, -5.35871], [-0.34325, -2.05426, -5.69174], [0.54581, -1.27328, -4.96752], [0.09526, -0.49006, -3.91346], [-2.33694, 1.73311, -2.92795], [-2.75424, 2.65981, -1.97272], [-3.33698, 3.85366, -2.36415], [-3.50479, 4.14551, -3.71322], [-3.09416, 3.22713, -4.66462], [-2.51808, 2.02185, -4.27399], [-1.32677, -1.83754, -0.43456], [1.24406, -2.72626, 3.08514], [2.58966, -2.61760, 2.74026], [3.58011, -3.06247, 3.59916], [3.24181, -3.61922, 4.82634], [1.90740, -3.71821, 5.18218], [0.91298, -3.27480, 4.31716], [-1.21303, -2.22603, 2.65714], [-1.94983, -3.39891, 2.82109], [-3.24143, -3.35718, 3.32215], [-3.82015, -2.13802, 3.65885], [-3.09162, -0.96935, 3.50492], [-1.79239, -1.01874, 3.01554], [0.34814, -4.22619, 1.16208], [1.18540, -2.94243, 0.30205], [-1.30939, -5.15820, -0.13842], [-3.40108, -4.87935, -1.46342], [-4.13903, -2.57845, -2.06488], [-2.92583, 0.36427, -0.65833], [-3.75799, -0.27472, -2.07666], [-3.19610, -1.23469, -4.07839], [-2.39604, -2.63685, -5.92162], [0.00863, -2.66585, -6.51257], [1.59749, -1.26943, -5.22633], [0.78252, 0.12683, -3.34920], [-2.61281, 2.44053, -0.91992], [-3.66004, 4.56154, -1.61037], [-3.95586, 5.08159, -4.01752], [-3.21969, 3.44241, -5.71839], [-2.19373, 1.32198, -5.03218], [2.85648, -2.15940, 1.79820], [4.62035, -2.96704, 3.31303], [4.01426, -3.96450, 5.50169], [1.63074, -4.13632, 6.14178], [-0.12305, -3.34602, 4.61971], [-1.51356, -4.35908, 2.56724], [-3.79917, -4.27740, 3.44572], [-4.83360, -2.10495, 4.03821], [-3.51420, -0.00330, 3.74898], [-1.24093, -0.09783, 2.90725], [-2.13546, 2.08424, 3.09764], [-1.31227, 2.20125, 2.19013], [-1.44205, 1.93580, 0.95890], [0.02448, 2.86226, 2.53988], [0.04360, 3.78114, 3.58618], [1.16705, 4.54197, 3.85113], [2.30710, 4.39637, 3.06858], [2.31873, 3.46178, 2.05091], [1.18781, 2.67583, 1.79573], [1.38784, 1.51915, 0.41939], [1.57138, 2.57489, -1.03173], [0.51638, 3.45295, -1.27520], [0.53788, 4.26433, -2.39577], [1.61631, 4.21228, -3.26927], [2.67706, 3.35521, -3.01688], [2.65640, 2.53041, -1.90041], [2.95467, 0.63125, 0.64721], [3.70437, 0.67459, 1.81607], [4.88183, -0.05621, 1.91474], [5.31273, -0.83582, 0.85419], [4.54709, -0.91454, -0.30334], [3.36807, -0.19559, -0.40028], [-0.86238, 3.88716, 4.16766], [1.15228, 5.26607, 4.65586], [3.18203, 5.00678, 3.24961], [3.20751, 3.35125, 1.44078], [-0.32582, 3.47123, -0.59427], [-0.29928, 4.92004, -2.59552], [1.63041, 4.84364, -4.14854], [3.52577, 3.32615, -3.68789], [3.49200, 1.87022, -1.71009], [3.36679, 1.26004, 2.65930], [5.45512, -0.02046, 2.83186], [6.23354, -1.39964, 0.93313], [4.86407, -1.54308, -1.12551], [2.75957, -0.27979, -1.29502]],
  "forces_ev_per_angstrom": [[0.0, 0.1, 0.1], [0.1, 0.0, 0.0], [0.0, 0.0, 0.0], [0.0, 0.0, 0.0], [-0.1, 0.0, 0.0], [0.0, 0.0, 0.0], [0.0, 0.0, 0.0], [0.0, 0.0, 0.0], [0.0, 0.0, 0.0], [0.0, 0.0, 0.0], [0.0, 0.0, 0.0], [0.1, 0.1, 0.0], [0.0, 0.0, 0.0], [0.0, 0.0, 0.0], [0.0, 0.0, 0.0], [0.0, 0.0, 0.0], [0.0, 0.0, 0.0], [0.0, -0.1, 0.0], [-0.1, -0.1, 0.0], [0.0, 0.0, 0.0], [0.0, 0.0, 0.0], [0.0, 0.0, 0.0], [0.0, 0.0, 0.0], [0.1, 0.0, 0.0], [0.0, 0.0, 0.0], [0.0, 0.0, 0.0], [0.0, 0.0, 0.0], [0.0, 0.0, 0.0], [0.0, 0.0, 0.0], [0.0, 0.0, 0.0], [0.0, 0.0, 0.0], [0.0, 0.0, 0.0], [0.0, 0.0, 0.0], [0.0, 0.0, 0.0], [0.0, 0.0, 0.0], [0.0, 0.0, 0.0], [0.0, 0.0, 0.0], [0.0, 0.0, 0.0], [0.0, 0.0, 0.0], [0.0, 0.0, 0.0], [0.0, 0.0, 0.0], [0.0, 0.0, 0.0], [0.0, -0.1, 0.0], [0.0, 0.0, 0.0], [0.0, 0.0, 0.0], [0.0, 0.0, 0.0], [0.0, 0.0, 0.0], [0.0, 0.0, 0.0], [0.0, 0.0, 0.0], [0.1, 0.1, 0.0], [0.0, 0.0, 0.0], [0.0, 0.0, 0.0], [0.0, 0.0, 0.0], [0.0, 0.0, 0.0], [0.0, 0.0, -0.1], [0.0, 0.0, 0.0], [0.0, 0.0, 0.0], [0.0, 0.0, 0.0], [0.0, 0.0, 0.0], [0.0, 0.0, 0.0], [0.0, 0.0, 0.0], [0.0, 0.0, 0.0], [0.0, 0.0, 0.0], [0.0, -0.1, 0.0], [0.0, -0.1, 0.0], [-0.1, 0.5, -0.1], [0.1, -0.2, 0.0], [0.0, -0.1, 0.0], [0.0, 0.0, 0.0], [0.0, 0.0, 0.0], [0.0, 0.0, 0.0], [0.0, 0.0, 0.0], [0.1, 0.0, 0.0], [-0.1, 0.0, -0.1], [0.0, 0.0, 0.0], [-0.1, 0.0, 0.0], [0.0, 0.0, 0.0], [0.0, 0.0, 0.0], [0.0, 0.0, 0.0], [0.0, 0.0, 0.0], [0.0, 0.0, 0.0], [0.0, 0.0, 0.0], [0.0, 0.0, 0.0], [0.0, 0.0, 0.0], [0.0, 0.0, 0.0], [0.0, 0.0, 0.0], [0.0, 0.0, 0.0], [0.0, 0.0, 0.0], [0.0, 0.0, 0.0], [0.0, 0.0, 0.0], [0.0, 0.0, 0.0], [0.0, 0.0, 0.0], [0.0, 0.0, 0.0], [0.0, 0.0, 0.0], [0.0, 0.1, 0.0], [0.0, 0.0, 0.0], [0.0, 0.0, 0.0], [0.0, 0.0, 0.0], [0.0, 0.0, 0.0], [0.0, 0.0, 0.0]],
  "lowdin_charge": [1.259, -0.318, -0.461, -0.052, -0.239, -0.008, -0.020, -0.003, -0.223, -0.048, -0.452, -0.322, -0.165, -0.049, -0.078, -0.094, -0.075, -0.016, -0.131, -0.033, -0.074, -0.098, -0.083, -0.017, 0.064, -0.128, -0.028, -0.077, -0.094, -0.078, -0.013, -0.177, -0.064, -0.082, -0.085, -0.048, -0.009, 0.127, 0.128, 0.121, 0.117, 0.120, 0.124, 0.131, 0.114, 0.102, 0.099, 0.100, 0.104, 0.093, 0.106, 0.098, 0.099, 0.109, 0.095, 0.097, 0.099, 0.102, 0.110, 0.116, 0.099, 0.099, 0.102, 0.087, 0.012, -0.662, -0.118, -0.104, -0.008, -0.061, -0.074, -0.105, -0.263, 1.080, -0.327, -0.074, -0.055, -0.071, -0.077, -0.078, -0.343, -0.070, -0.077, -0.083, -0.074, -0.127, 0.119, 0.105, 0.105, 0.110, 0.101, 0.107, 0.105, 0.103, 0.092, 0.109, 0.111, 0.107, 0.108, 0.101]
}